(1)
{"formula": "C24H47Cl2N6O2", "method": "ωB97M-V with the def2-TZVPD basis set", "orbital_gap_ev": 7.27, "energy_ha": -2341.1833, "largest_force_ev_per_a": 8.21, "total_charge": 1, "lumo_ev": -3.29, "elements": ["C", "C", "C", "O", "O", "C", "C", "C", "C", "C", "C", "C", "N", "C", "N", "C", "C", "N", "C", "C", "C", "C", "N", "C", "C", "C", "C", "C", "N", "N", "H", "H", "H", "H", "H", "H", "H", "H", "H", "H", "H", "H", "H", "H", "H", "H", "H", "H", "H", "H", "H", "H", "H", "H", "H", "H", "H", "H", "H", "H", "H", "H", "H", "H", "H", "H", "H", "H", "H", "H", "H", "H", "H", "Cl", "C", "C", "Cl", "H", "H", "H", "H"], "coordinates": [[1.556, -4.753, 2.554], [0.726, -5.668, 1.673], [0.162, -5.191, 0.192], [1.051, -4.713, -0.711], [-1.239, -5.280, -0.249], [-1.816, -3.934, -0.497], [-2.275, -3.684, -2.059], [-2.062, -2.141, -2.571], [-1.036, -2.068, -3.877], [-1.363, -0.800, -4.890], [-0.342, 0.479, -4.647], [-0.215, 0.679, -3.014], [1.079, 0.380, -2.274], [0.749, 0.734, -0.840], [1.658, 0.650, 0.173], [1.487, 1.000, 1.626], [0.879, -0.189, 2.577], [2.954, 0.225, -0.206], [3.276, -1.138, 0.363], [4.723, -1.647, -0.300], [4.882, -3.288, -0.318], [4.046, -3.807, -1.666], [-0.670, 1.197, -0.711], [-1.536, 1.697, 0.409], [-1.597, 3.359, 0.376], [-2.426, 3.996, 1.659], [-3.951, 3.356, 1.824], [-3.978, 1.989, 2.765], [-1.213, 1.165, -1.987], [-2.465, 1.519, -2.468], [2.683, -4.504, 2.274], [1.156, -4.302, 3.575], [0.556, -6.757, 2.122], [-1.052, -3.116, -0.094], [-2.785, -3.848, 0.156], [-3.446, -3.910, -2.101], [-1.736, -4.385, -2.839], [-3.102, -1.720, -2.940], [-1.674, -1.513, -1.647], [-1.150, -3.062, -4.509], [0.076, -2.064, -3.466], [-2.504, -0.509, -4.724], [-1.281, -1.136, -6.023], [0.727, 0.152, -5.050], [-0.649, 1.450, -5.227], [2.576, 1.239, 2.052], [0.901, 2.036, 1.724], [-0.264, -0.104, 2.814], [1.442, -0.093, 3.625], [1.127, -1.288, 2.200], [3.611, 0.970, 0.113], [2.418, -1.940, 0.228], [3.527, -0.964, 1.516], [5.611, -1.211, 0.339], [4.805, -1.206, -1.382], [4.513, -3.820, 0.659], [6.035, -3.526, -0.427], [3.572, -4.856, -1.451], [4.718, -3.794, -2.639], [3.222, -2.963, -1.848], [-1.294, 1.270, 1.472], [-2.650, 1.348, 0.165], [-2.185, 3.664, -0.613], [-0.514, 3.819, 0.259], [-1.812, 3.918, 2.677], [-2.598, 5.166, 1.498], [-4.430, 3.124, 0.780], [-4.688, 4.130, 2.355], [-4.863, 1.982, 3.540], [-4.031, 1.068, 2.011], [-2.981, 1.860, 3.387], [-2.963, 0.669, -2.810], [-2.367, 2.156, -3.313], [1.268, 4.865, 2.729], [1.075, 6.357, 3.683], [-0.368, 6.837, 3.713], [-0.914, 7.424, 2.122], [1.744, 7.116, 3.266], [1.410, 6.128, 4.699], [-0.466, 7.675, 4.409], [-1.050, 6.045, 4.034]], "atomic_forces_ev_per_a": [[-0.6, -1.1, -1.9], [0.3, 1.1, 1.5], [5.2, 1.3, -5.0], [-5.4, -2.3, 5.7], [2.8, 1.2, 2.0], [-0.3, 1.2, 0.0], [-0.6, -0.1, -0.2], [0.0, -0.2, -0.3], [0.1, -0.4, 0.1], [-0.3, -0.2, 0.0], [-0.1, -1.0, 0.8], [2.9, 0.4, 5.2], [-6.1, 2.3, 1.4], [-2.3, 0.3, -3.1], [-0.7, 0.4, 0.1], [0.0, 0.9, 1.3], [0.6, -0.3, 1.1], [-0.2, -0.8, 0.0], [2.1, -0.3, 1.1], [0.0, -0.1, 0.7], [0.3, 0.5, -1.3], [0.0, 0.8, 0.6], [2.8, -1.2, 0.1], [-2.0, 1.4, 0.4], [-0.4, 0.2, -0.2], [-0.6, 0.7, 0.0], [-0.2, 0.0, 1.0], [0.5, -0.3, -0.7], [4.0, -2.2, -6.2], [-1.0, 0.4, -0.5], [-3.0, 0.8, -0.2], [1.2, -2.4, -1.6], [-1.3, 2.9, -0.8], [-1.6, -1.7, -1.2], [1.9, -0.3, -1.1], [2.7, 0.3, 0.0], [-1.0, 1.2, 1.9], [2.0, -0.7, 0.9], [-0.7, -1.0, -2.0], [0.1, 2.1, 1.4], [-2.3, 0.1, -1.0], [2.4, -0.4, -0.4], [0.0, 0.8, 2.4], [-2.2, 0.8, 1.3], [0.4, -1.8, 1.4], [-2.4, -0.6, -1.2], [1.0, -2.4, -0.2], [2.1, -0.1, -0.7], [-1.3, -0.2, -2.2], [-0.6, 2.5, 0.5], [-0.6, -1.1, -0.3], [1.7, 1.9, 0.0], [-0.8, -0.9, -2.1], [-1.8, -0.6, -1.2], [-0.2, -1.0, 2.0], [0.5, 1.2, -1.8], [-2.4, 0.4, 0.2], [0.8, 2.2, -0.7], [-1.2, -0.2, 2.2], [1.4, -2.2, 0.3], [0.0, 0.7, -2.4], [2.6, 0.5, 0.4], [1.2, -0.8, 2.1], [-2.1, -1.0, 0.5], [-1.3, -0.1, -2.2], [0.7, -2.6, 0.1], [1.0, 0.5, 1.9], [1.9, -1.5, -1.3], [1.7, -0.1, -1.8], [-0.1, 1.7, 2.0], [-2.0, 0.4, -1.3], [0.6, 0.7, 0.7], [0.1, -0.8, 1.7], [0.0, -0.1, -0.1], [-0.1, 0.4, 0.3], [0.1, -0.1, 0.2], [0.0, 0.0, 0.0], [-0.2, -0.2, 0.0], [-0.1, 0.0, -0.2], [0.1, -0.1, -0.1], [0.2, 0.1, -0.1]]}



(2)
{"formula": "C10H18N4O5PS", "method": "ωB97M-V with the def2-TZVPD basis set", "orbital_gap_ev": 4.76, "energy_ha": -1726.7363, "largest_force_ev_per_a": 4.01, "total_charge": -1, "lumo_ev": 1.70, "elements": ["O", "O", "O", "O", "O", "S", "C", "C", "C", "C", "C", "N", "N", "N", "N", "C", "C", "C", "C", "C", "P", "H", "H", "H", "H", "H", "H", "H", "H", "H", "H", "H", "H", "H", "H", "H", "H", "H", "H"], "coordinates": [[-2.232, -2.374, 2.909], [-1.936, -4.137, -0.669], [3.722, 3.118, 3.598], [3.163, 1.801, 1.625], [1.445, 3.092, 2.658], [2.077, 5.160, 0.071], [-1.575, -2.359, 1.880], [-2.065, -3.083, -1.273], [-0.470, 1.013, 0.307], [0.073, 0.178, -0.636], [1.335, 1.984, -0.506], [0.342, 2.128, 0.384], [-2.480, -3.121, -2.544], [-2.053, -1.676, 0.833], [1.219, 0.793, -1.109], [-0.234, -3.068, 1.846], [-2.733, -2.001, -3.453], [-0.297, -1.256, -0.947], [3.353, 4.535, 1.286], [-1.731, -1.726, -0.611], [2.909, 3.076, 2.358], [2.590, 6.385, -0.162], [-1.255, 0.784, 1.012], [2.262, 2.548, -0.424], [0.522, 2.667, 1.259], [-2.661, -4.053, -2.885], [-2.908, -1.201, 1.079], [2.007, 0.323, -1.529], [0.560, -2.323, 1.818], [-0.129, -3.651, 2.759], [-0.164, -3.736, 0.994], [-3.595, -1.425, -3.111], [-1.863, -1.346, -3.516], [-2.947, -2.381, -4.454], [0.425, -1.904, -0.453], [-0.139, -1.395, -2.016], [4.261, 4.276, 0.737], [3.601, 5.356, 1.963], [-2.398, -1.002, -1.076]], "atomic_forces_ev_per_a": [[0.0, 0.2, 0.0], [0.0, 0.3, 0.3], [1.3, 1.5, 0.8], [0.8, -1.4, -3.2], [-3.7, 1.3, -0.8], [0.4, -0.1, 0.5], [0.6, -1.4, 1.8], [0.7, -0.8, 1.3], [0.9, -0.5, -0.5], [-1.1, -0.6, 1.3], [0.5, -0.3, 2.2], [0.0, -0.9, -1.9], [-0.3, 0.7, -1.5], [-0.3, 0.7, -2.4], [-0.5, 0.2, -0.1], [-0.2, 0.2, -0.2], [0.0, -0.2, 0.5], [0.4, 0.1, -0.4], [0.2, 0.6, -0.2], [0.0, 0.6, 0.5], [0.4, -1.7, 1.7], [0.0, -0.2, 0.0], [0.0, 0.3, -0.2], [-0.3, 0.0, -0.3], [0.8, 1.0, 1.5], [0.1, 0.1, 0.1], [-0.1, -0.1, -0.1], [-0.2, 0.2, -0.2], [0.1, 0.0, -0.1], [-0.1, 0.2, 0.0], [0.1, 0.0, -0.2], [0.0, 0.1, -0.1], [-0.1, 0.0, -0.1], [0.1, 0.0, 0.2], [0.0, -0.2, 0.0], [0.0, -0.2, -0.2], [-0.1, 0.0, 0.0], [-0.2, -0.1, -0.1], [-0.1, 0.2, 0.1]]}



(3)
{"formula": "C5H5NO", "method": "ωB97M-V with the def2-TZVPD basis set", "orbital_gap_ev": [7.67, 7.67], "energy_ha": -323.3725, "largest_force_ev_per_a": 0.55, "e_above_lowest_kj_mol": 386.4, "lumo_ev": [-0.13, -0.13], "elements": ["O", "C", "C", "C", "C", "C", "N", "H", "H", "H", "H", "H"], "coordinates": [[-2.703, -0.115, -0.237], [-1.488, -0.111, -0.075], [-0.890, 0.762, 0.963], [-0.438, 1.400, 1.882], [-0.595, -1.038, -0.701], [1.424, 0.259, -0.746], [0.756, -0.864, -0.729], [-0.036, 1.963, 2.696], [-0.973, -1.971, -1.093], [2.492, 0.248, -0.578], [0.884, 1.180, -0.912], [1.317, -1.711, -0.695]], "atomic_forces_ev_per_a": [[0.3, 0.0, 0.1], [-0.1, -0.1, 0.0], [0.1, 0.3, 0.4], [-0.2, -0.2, -0.4], [-0.1, 0.0, 0.0], [-0.1, -0.1, 0.0], [0.2, 0.2, 0.1], [-0.1, -0.1, -0.2], [0.0, 0.1, 0.1], [-0.1, -0.1, 0.0], [0.1, -0.1, 0.1], [-0.1, 0.0, -0.1]]}



(4)
{"formula": "C4H4N2O", "method": "ωB97M-V with the def2-TZVPD basis set", "orbital_gap_ev": [8.27, 8.27], "energy_ha": -339.4888, "largest_force_ev_per_a": 1.76, "e_above_lowest_kj_mol": 243.8, "lumo_ev": [-0.39, -0.39], "elements": ["N", "C", "C", "N", "C", "C", "O", "H", "H", "H", "H"], "coordinates": [[2.428, 0.237, -0.222], [1.242, -0.055, -0.065], [0.491, -1.285, 0.055], [-0.799, -1.336, 0.005], [-1.593, -0.237, -0.100], [-1.138, 1.046, -0.015], [0.148, 1.312, 0.061], [2.742, 1.119, 0.158], [1.016, -2.229, 0.254], [-2.654, -0.436, -0.142], [-1.884, 1.864, 0.011]], "atomic_forces_ev_per_a": [[-0.6, -0.5, 0.8], [-0.7, 1.5, 0.1], [-0.6, 0.3, -0.1], [0.2, -0.1, 0.1], [-0.3, 0.1, -0.1], [0.1, -0.7, 0.0], [0.9, -1.5, -0.1], [0.0, 0.4, -0.6], [0.1, 0.6, -0.2], [0.0, 0.1, 0.0], [0.9, -0.2, 0.1]]}



Please write out number 2 again, unchanged.
{"formula": "C10H18N4O5PS", "method": "ωB97M-V with the def2-TZVPD basis set", "orbital_gap_ev": 4.76, "energy_ha": -1726.7363, "largest_force_ev_per_a": 4.01, "total_charge": -1, "lumo_ev": 1.70, "elements": ["O", "O", "O", "O", "O", "S", "C", "C", "C", "C", "C", "N", "N", "N", "N", "C", "C", "C", "C", "C", "P", "H", "H", "H", "H", "H", "H", "H", "H", "H", "H", "H", "H", "H", "H", "H", "H", "H", "H"], "coordinates": [[-2.232, -2.374, 2.909], [-1.936, -4.137, -0.669], [3.722, 3.118, 3.598], [3.163, 1.801, 1.625], [1.445, 3.092, 2.658], [2.077, 5.160, 0.071], [-1.575, -2.359, 1.880], [-2.065, -3.083, -1.273], [-0.470, 1.013, 0.307], [0.073, 0.178, -0.636], [1.335, 1.984, -0.506], [0.342, 2.128, 0.384], [-2.480, -3.121, -2.544], [-2.053, -1.676, 0.833], [1.219, 0.793, -1.109], [-0.234, -3.068, 1.846], [-2.733, -2.001, -3.453], [-0.297, -1.256, -0.947], [3.353, 4.535, 1.286], [-1.731, -1.726, -0.611], [2.909, 3.076, 2.358], [2.590, 6.385, -0.162], [-1.255, 0.784, 1.012], [2.262, 2.548, -0.424], [0.522, 2.667, 1.259], [-2.661, -4.053, -2.885], [-2.908, -1.201, 1.079], [2.007, 0.323, -1.529], [0.560, -2.323, 1.818], [-0.129, -3.651, 2.759], [-0.164, -3.736, 0.994], [-3.595, -1.425, -3.111], [-1.863, -1.346, -3.516], [-2.947, -2.381, -4.454], [0.425, -1.904, -0.453], [-0.139, -1.395, -2.016], [4.261, 4.276, 0.737], [3.601, 5.356, 1.963], [-2.398, -1.002, -1.076]], "atomic_forces_ev_per_a": [[0.0, 0.2, 0.0], [0.0, 0.3, 0.3], [1.3, 1.5, 0.8], [0.8, -1.4, -3.2], [-3.7, 1.3, -0.8], [0.4, -0.1, 0.5], [0.6, -1.4, 1.8], [0.7, -0.8, 1.3], [0.9, -0.5, -0.5], [-1.1, -0.6, 1.3], [0.5, -0.3, 2.2], [0.0, -0.9, -1.9], [-0.3, 0.7, -1.5], [-0.3, 0.7, -2.4], [-0.5, 0.2, -0.1], [-0.2, 0.2, -0.2], [0.0, -0.2, 0.5], [0.4, 0.1, -0.4], [0.2, 0.6, -0.2], [0.0, 0.6, 0.5], [0.4, -1.7, 1.7], [0.0, -0.2, 0.0], [0.0, 0.3, -0.2], [-0.3, 0.0, -0.3], [0.8, 1.0, 1.5], [0.1, 0.1, 0.1], [-0.1, -0.1, -0.1], [-0.2, 0.2, -0.2], [0.1, 0.0, -0.1], [-0.1, 0.2, 0.0], [0.1, 0.0, -0.2], [0.0, 0.1, -0.1], [-0.1, 0.0, -0.1], [0.1, 0.0, 0.2], [0.0, -0.2, 0.0], [0.0, -0.2, -0.2], [-0.1, 0.0, 0.0], [-0.2, -0.1, -0.1], [-0.1, 0.2, 0.1]]}